Model 1:
{
  "formula": "C3H8OS",
  "method": "ωB97M-V/def2-TZVPD",
  "smiles": "COCSC",
  "homo_ev": -8.671,
  "gap_ev": 9.66,
  "e_lumo_ev": 0.98,
  "symbols": ["C", "C", "C", "H", "H", "H", "H", "H", "H", "H", "H", "O", "S"],
  "positions_angstrom": [[-1.36662, -0.23479, 1.48031], [0.16537, 0.85037, 0.05202], [0.99141, -0.61801, -1.63250], [-2.26998, 0.05017, 2.07275], [-1.44572, -1.01054, 0.82570], [-0.43971, -0.18515, 2.20735], [0.65889, 0.69012, 0.91310], [0.87451, 1.56019, -0.53250], [0.86143, -1.65034, -1.91075], [2.04904, -0.65465, -1.08936], [1.18680, 0.13981, -2.41879], [0.00282, -0.29927, -0.65865], [-1.26823, 1.36208, 0.69133]],
  "nbo_charge": [-0.731, -0.264, -0.253, 0.222, 0.229, 0.206, 0.163, 0.188, 0.206, 0.151, 0.184, -0.561, 0.259]
}



Model 2:
{
  "formula": "C3H8OS",
  "method": "ωB97M-V/def2-TZVPD",
  "smiles": "C=CO.CS",
  "homo_ev": -8.997,
  "gap_ev": 9.72,
  "e_lumo_ev": 0.72,
  "symbols": ["C", "S", "H", "H", "H", "H", "C", "C", "O", "H", "H", "H", "H"],
  "positions_angstrom": [[-0.45582, -3.19298, -0.65767], [1.31825, -3.32846, -0.50003], [-0.87244, -4.11781, -1.04229], [-0.92924, -2.89509, 0.27387], [-0.68183, -2.41440, -1.38231], [1.49016, -4.67704, -0.59847], [-1.29708, 3.31140, 1.62789], [-0.34224, 3.68909, 0.79123], [-0.57340, 3.76197, -0.54396], [-1.11006, 3.37446, 2.69997], [-2.37784, 3.30950, 1.53742], [0.65687, 3.82708, 1.19087], [0.20896, 3.92622, -1.06820]],
  "nbo_charge": [-0.746, -0.047, 0.228, 0.217, 0.222, 0.126, -0.518, 0.138, -0.683, 0.198, 0.209, 0.172, 0.484]
}



Model 3:
{
  "formula": "C3H8OS",
  "method": "ωB97M-V/def2-TZVPD",
  "smiles": "C=O.CSC",
  "homo_ev": -8.382,
  "gap_ev": 9.16,
  "e_lumo_ev": 0.77,
  "symbols": ["O", "C", "H", "H", "C", "S", "C", "H", "H", "H", "H", "H", "H"],
  "positions_angstrom": [[1.42869, -0.40549, 4.29592], [2.21288, 0.36275, 4.77587], [2.59190, 0.34758, 5.86906], [2.29105, 1.30277, 4.15958], [-0.32579, 1.12146, -2.84014], [-1.52372, -0.06701, -2.24268], [-0.39061, -1.13570, -1.27786], [-0.60071, 2.11676, -2.51885], [-0.45837, 1.15013, -3.91837], [0.67354, 0.94355, -2.43531], [0.56491, -0.63870, -1.38117], [-0.60580, -1.20959, -0.22842], [-0.22011, -2.15361, -1.66686]],
  "nbo_charge": [-0.492, 0.258, 0.121, 0.113, -0.748, 0.173, -0.729, 0.215, 0.223, 0.221, 0.209, 0.220, 0.216]
}



So which one wins? Going from most stable to least: model 2, model 3, model 1.